Formula: C4H8N2O2
Source: the Open Molecules 2025 dataset
Level of theory: ωB97M-V/def2-TZVPD

Properties
* electronic energy: -11342.582 eV
* charge: 0
* lowest unoccupied orbital energy (alpha / beta): 0.0284 / -0.0622 hartree
* 2S+1: 3

CARTESIAN COORDINATES (ANGSTROEM)
1 C -2.446 1.250 -1.321
2 C -1.178 1.329 -1.086
3 C 0.785 -0.653 2.224
4 C 0.782 -1.772 0.176
5 N 0.215 -0.974 1.164
6 N 0.100 1.362 -1.174
7 O 0.909 0.972 -2.019
8 O 0.658 1.912 0.002
9 H -2.898 0.221 -1.182
10 H -3.153 1.982 -1.839
11 H 0.250 -0.074 2.955
12 H 1.381 1.327 0.166
13 H 1.914 -0.960 2.496
14 H 1.423 -1.078 -0.373
15 H 1.219 -2.785 0.436
16 H 0.038 -2.058 -0.625


Formula: C4H8N2O2S
Source: the Open Molecules 2025 dataset
Level of theory: ωB97M-V/def2-TZVPD

Properties
* electronic energy: -22182.318 eV
* charge: 0
* lowest unoccupied orbital energy: -0.0180 hartree

CARTESIAN COORDINATES (ANGSTROEM)
1 C 3.563 -0.134 -0.322
2 C -2.795 0.501 -0.822
3 C 0.519 -1.374 -0.388
4 C 0.983 0.945 0.617
5 N 4.154 0.527 -1.088
6 N 3.027 -0.789 0.633
7 O -2.354 0.250 0.780
8 O -4.008 0.516 -0.947
9 S 1.495 -0.695 0.987
10 H 0.356 -2.399 -0.303
11 H -0.513 -0.811 -0.407
12 H 0.933 -0.920 -1.323
13 H 0.009 0.920 0.218
14 H 0.919 1.543 1.510
15 H 1.651 1.501 -0.133
16 H -3.175 0.218 1.347
17 H -4.765 0.200 -0.360


Formula: C4H8N2O3
Source: the Open Molecules 2025 dataset
Level of theory: ωB97M-V/def2-TZVPD

Properties
* electronic energy: -13399.446 eV
* charge: 0
* SMILES: [H]/N=C(\C)C=O.O=C=O.N
* lowest unoccupied orbital energy: 0.0067 hartree

CARTESIAN COORDINATES (ANGSTROEM)
1 H -0.200 -0.032 -1.818
2 N -0.587 -0.308 -0.917
3 C -1.778 0.000 -0.691
4 C -2.711 0.697 -1.655
5 C -2.423 -0.263 0.791
6 O -3.481 0.044 1.107
7 H -3.512 1.216 -1.075
8 H -2.117 1.388 -2.335
9 H -3.296 -0.048 -2.429
10 H -1.833 -0.884 1.444
11 O 1.245 -2.347 0.030
12 C 1.270 -1.550 0.861
13 O 1.309 -0.778 1.729
14 N 4.639 0.920 1.151
15 H 3.697 0.821 0.887
16 H 5.059 0.025 0.882
17 H 4.719 1.098 2.039


Formula: C4H8N2O3
Source: the Open Molecules 2025 dataset
Level of theory: ωB97M-V/def2-TZVPD

Properties
* electronic energy: -13395.970 eV
* charge: 0
* lowest unoccupied orbital energy: -0.0027 hartree

CARTESIAN COORDINATES (ANGSTROEM)
1 C 0.586 -0.758 0.641
2 C -0.274 0.740 1.080
3 C 0.245 1.563 1.988
4 O -0.364 -1.775 0.730
5 O 1.657 -0.858 1.219
6 H -0.716 -1.759 1.635
7 H -1.332 0.814 0.837
8 H -0.337 2.326 2.495
9 H 1.245 1.400 2.375
10 N -0.231 -1.283 -2.016
11 C 0.327 0.772 -1.132
12 O -0.785 1.211 -1.688
13 N 0.657 -0.546 -1.188
14 H -1.215 0.409 -2.080
15 H -0.877 -1.820 -1.440
16 H 0.312 -1.909 -2.596
17 H 1.101 1.472 -0.860


Formula: C4H8N2O3
Source: the Open Molecules 2025 dataset
Level of theory: ωB97M-V/def2-TZVPD

Properties
* electronic energy: -13387.145 eV
* charge: 0
* lowest unoccupied orbital energy: -0.0580 hartree

CARTESIAN COORDINATES (ANGSTROEM)
1 C -1.519 -1.350 1.649
2 C -0.142 0.464 0.923
3 C 1.207 1.002 -0.951
4 C 0.640 -0.085 -1.903
5 H -0.444 -2.931 1.864
6 H -3.128 -1.719 0.652
7 H -1.895 -0.351 3.003
8 H 0.966 1.878 1.064
9 H 2.435 2.070 -0.153
10 H 1.328 0.096 -2.827
11 H 1.032 -1.066 -1.408
12 H -1.175 -0.727 -1.323
13 N 0.470 1.249 0.202
14 N 2.214 1.611 -1.204
15 O -0.905 -0.694 0.453
16 O -0.450 0.758 2.081
17 O -0.635 -0.206 -2.124


Formula: C4H8N2O3
Source: the Open Molecules 2025 dataset
Level of theory: ωB97M-V/def2-TZVPD

Properties
* electronic energy: -13399.215 eV
* charge: 0
* SMILES: [H]/N=C(\C)C=O.O=C=O.N
* lowest unoccupied orbital energy: 0.0155 hartree

CARTESIAN COORDINATES (ANGSTROEM)
1 H 1.194 -0.228 2.070
2 N 0.795 -1.178 2.294
3 C -0.395 -1.249 2.203
4 C -1.497 -0.437 1.711
5 C -0.947 -2.637 2.914
6 O -2.162 -2.867 3.069
7 H -2.281 -0.256 2.483
8 H -1.180 0.647 1.468
9 H -1.847 -0.919 0.776
10 H -0.060 -3.218 3.081
11 O 3.145 1.941 -1.437
12 C 2.401 1.072 -1.498
13 O 1.608 0.220 -1.555
14 N 0.420 2.267 -4.157
15 H 0.991 1.909 -5.006
16 H -0.502 1.654 -4.225
17 H 0.317 3.281 -4.191


Formula: C4H8N2O3
Source: the Open Molecules 2025 dataset
Level of theory: ωB97M-V/def2-TZVPD

Properties
* electronic energy: -13396.127 eV
* charge: 0
* SMILES: CC/C=[N+](\[O-])O.N=C=O
* lowest unoccupied orbital energy (alpha / beta): 0.0245 / 0.0245 hartree

CARTESIAN COORDINATES (ANGSTROEM)
1 C 2.108 0.782 0.177
2 C 1.151 -0.154 -0.574
3 C 0.045 -0.618 0.302
4 N -0.716 -1.655 0.108
5 O -0.651 -2.443 -0.805
6 O -1.838 -1.696 1.071
7 H 1.533 1.696 0.615
8 H 2.606 0.391 1.027
9 H 2.737 1.244 -0.702
10 H 0.691 0.404 -1.429
11 H 1.686 -0.949 -0.916
12 H -0.345 -0.061 1.105
13 H -2.051 -2.596 0.925
14 N -1.850 1.246 0.412
15 C -1.605 1.706 -0.658
16 O -1.378 2.183 -1.698
17 H -2.123 0.519 1.040


Formula: C4H8N2O3
Source: the Open Molecules 2025 dataset
Level of theory: ωB97M-V/def2-TZVPD

Properties
* electronic energy: -13400.147 eV
* charge: 0
* SMILES: NC(=O)C[C@H](N)C(=O)O
* lowest unoccupied orbital energy: 0.0194 hartree

CARTESIAN COORDINATES (ANGSTROEM)
1 N -2.725 -0.862 -0.315
2 C -1.641 -0.055 -0.344
3 O -1.530 0.777 -1.307
4 C -0.567 -0.201 0.729
5 C 0.838 0.243 0.405
6 N 1.189 1.602 0.033
7 C 1.686 -0.798 -0.282
8 O 1.458 -1.967 -0.307
9 O 2.719 -0.336 -1.009
10 H -3.270 -0.922 -1.180
11 H -2.980 -1.358 0.563
12 H -0.457 -1.359 0.807
13 H -0.907 0.239 1.567
14 H 1.251 0.199 1.293
15 H 1.555 1.980 0.934
16 H 0.638 2.153 -0.631
17 H 2.743 0.667 -0.957